# 1
DFT (wB97M-V/def2-TZVPD) results for a structure of composition C3HCrO3 at a distorted geometry.

Geometry as XYZ:
```
8
Properties=species:S:1:pos:R:3:forces:R:3:lowdin_spin:R:1
C 0.153712 1.053178 0.193623 -1.85 -1.51 0.10 0.03
C -0.559231 0.029658 0.751417 0.68 0.83 -0.09 0.03
O -0.417862 2.169573 -0.317434 0.29 0.61 -0.02 0.00
H -1.367608 2.203347 -0.146236 0.08 -0.23 0.09 0.00
O 1.413785 0.906089 -0.039385 0.72 0.44 -0.25 0.12
Cr 2.803964 -0.023998 0.817827 0.06 -0.17 0.16 4.81
O -1.555357 -3.336252 -0.638522 1.16 0.38 0.01 0.00
C -0.471405 -3.001597 -0.621289 -1.14 -0.35 0.00 0.00
```
Forces are in eV/Å.

Properties
Net charge: 0
Spin multiplicity: 6
HOMO level (spin up / spin down): -7.606 / -7.773 eV
Strongest force on any atom: 2.4 eV Å⁻¹
HOMO-LUMO gap (spin up / spin down): 6.6 / 7.0 eV
E_LUMO (spin up / spin down): -1.05 / -0.78 eV
E: -1384.87515 Eh

***

# 2
DFT (wB97M-V/def2-TZVPD) results for a cluster of 2 separate species, C3HF3 in total at a distorted geometry.

Geometry as XYZ:
```
7
Properties=species:S:1:pos:R:3:forces:R:3:lowdin_charge:R:1
C -0.934503 -1.246172 -0.112913 -4.04 -4.56 -0.16 0.17
C -0.596382 -2.499972 -0.168185 0.41 3.03 -0.19 0.21
C 0.674058 -1.965485 -0.069877 3.56 -1.68 0.92 -0.37
F -3.087626 -1.129722 0.021578 2.78 -0.02 -0.19 -0.47
F 1.586975 -1.647884 -0.991171 -1.79 -0.23 0.85 0.19
F 1.332945 -1.998656 1.094324 -0.71 0.35 -1.20 0.17
H -1.018653 -0.247127 -0.208441 -0.21 3.12 -0.03 0.08
```
Forces are in eV/Å.

Properties
Net charge: 0
HOMO level (spin up / spin down): -10.477 / -10.486 eV
Strongest force on any atom: 6.1 eV Å⁻¹
HOMO-LUMO gap (spin up / spin down): 7.7 / 7.7 eV
E_LUMO (spin up / spin down): -2.81 / -2.80 eV
E: -414.25230 Eh

***

# 3
DFT (wB97M-V/def2-TZVPD) results for the molecule C3HF3O2 at a distorted geometry.

Geometry as XYZ:
```
9
Properties=species:S:1:pos:R:3:forces:R:3:lowdin_charge:R:1
C -0.543765 0.795216 0.421221 -2.69 0.09 -0.46 -0.20
C 0.542096 0.970703 -0.555460 -2.18 3.06 -4.48 -0.15
C -2.245337 0.803034 0.295042 -1.24 0.37 -1.82 -0.39
O -0.000171 0.582805 1.438199 -0.62 -0.48 3.40 0.18
O 0.457156 1.826199 -1.441944 1.11 -2.19 1.98 0.10
F -2.849590 0.716853 1.492104 1.01 1.62 -0.59 0.15
F -2.867642 1.769831 -0.619266 2.04 -1.03 3.03 0.04
F -2.660364 -0.304473 -0.296180 1.05 -1.18 -0.60 0.14
H 1.315784 0.318319 -0.222615 1.53 -0.26 -0.45 0.13
```
Forces are in eV/Å.

Properties
Net charge: 0
HOMO level: -10.996 eV
Strongest force on any atom: 5.9 eV Å⁻¹
HOMO-LUMO gap: 9.8 eV
E_LUMO: -1.23 eV
E: -564.91434 Eh
SMILES string: O=CC(=O)C(F)(F)F

***

# 4
DFT (wB97M-V/def2-TZVPD) results for a cluster of 2 separate species, C3HF4N3O2 in total at a distorted geometry.

Geometry as XYZ:
```
13
Properties=species:S:1:pos:R:3:forces:R:3:lowdin_charge:R:1
C -1.370544 1.194826 0.260573 0.21 -0.63 -0.44 -0.43
C -0.988116 -0.471356 -1.122805 -0.44 -0.10 0.68 -0.54
C 2.250830 -0.266379 0.352524 0.46 -0.71 -1.01 -0.47
N -0.583224 1.688078 -0.615446 -0.35 1.20 1.03 0.15
N -1.669191 -0.119354 0.044683 0.18 0.42 -0.24 0.24
N 1.424420 -0.357868 1.288002 -0.45 0.94 0.87 0.14
O -0.970233 -1.512534 -1.687770 0.12 -0.42 -0.34 0.14
O -0.321495 0.655602 -1.491462 0.16 -0.66 -0.52 0.05
F 2.836284 0.869803 0.115160 -0.15 -0.04 0.18 0.19
F 2.648050 -1.184167 -0.495335 -0.28 0.14 0.45 0.19
F -1.874756 1.824572 1.279894 0.09 0.21 0.00 0.18
F 0.859299 -1.596845 1.461231 0.35 -0.31 -0.54 -0.03
H -2.241322 -0.724375 0.610745 0.10 -0.01 -0.12 0.18
```
Forces are in eV/Å.

Properties
Net charge: 0
HOMO level: -10.282 eV
Strongest force on any atom: 1.6 eV Å⁻¹
HOMO-LUMO gap: 10.8 eV
E_LUMO: 0.53 eV
E: -829.01927 Eh
SMILES string: O=c1[nH]c(F)no1.FN=C(F)F

***

# 5
DFT (wB97M-V/def2-TZVPD) results for the molecule C3HF6N at a distorted geometry.

Geometry as XYZ:
```
11
Properties=species:S:1:pos:R:3:forces:R:3:lowdin_charge:R:1
C -0.566737 -0.729313 0.227009 -0.22 0.31 -0.13 -0.20
C -0.235468 1.568667 -0.704942 1.88 0.93 -0.74 -0.37
C 0.823382 -1.196744 0.470516 0.65 0.70 -1.06 -0.56
N -0.888504 0.515019 -0.248237 -0.99 0.75 -0.05 0.19
F -1.314233 -0.995841 1.318361 -0.85 -0.06 0.42 0.06
F -0.784160 2.594790 -1.372292 -0.90 -0.99 0.55 0.13
F 0.944301 1.366613 -1.228897 0.78 -0.37 0.06 0.16
F 1.429900 -1.456900 -0.747979 -0.59 -0.73 1.35 0.10
F 1.655992 -0.306633 1.029403 0.15 0.76 0.33 0.14
F 0.774009 -2.200062 1.349389 0.35 -0.54 -1.12 0.16
H -1.838482 0.840404 -0.092331 -0.25 -0.78 0.38 0.19
```
Forces are in eV/Å.

Properties
Net charge: 0
HOMO level (spin up / spin down): -8.734 / -8.269 eV
Strongest force on any atom: 2.2 eV Å⁻¹
HOMO-LUMO gap (spin up / spin down): 8.7 / 7.9 eV
E_LUMO (spin up / spin down): -0.01 / -0.41 eV
E: -768.76018 Eh

***

# 6
DFT (wB97M-V/def2-TZVPD) results for the ion C3HFN3O2 with charge -1 at a distorted geometry.

Geometry as XYZ:
```
10
Properties=species:S:1:pos:R:3:forces:R:3:lowdin_charge:R:1
C 1.014530 1.862909 0.265953 1.83 2.10 -0.04 -0.09
C -0.968888 -0.992991 0.452475 -0.46 -3.25 -1.19 -0.42
C -0.204744 1.127493 -0.076161 -2.86 -0.87 -3.11 -0.49
N 1.927196 2.592811 0.367769 -2.15 -1.90 -0.05 0.15
N -0.297262 -1.903878 -0.191650 -0.34 2.29 1.00 -0.10
N 0.875481 -1.810611 -0.768113 -0.74 -2.84 -0.27 -0.11
O -0.668948 0.307785 0.862674 1.17 -0.38 1.38 0.08
O -0.809412 1.242206 -1.154746 2.35 0.48 1.99 0.09
F -2.148138 -1.498361 1.013474 0.58 1.52 0.06 -0.02
H 1.280184 -0.927363 -0.771675 0.63 2.85 0.22 -0.09
```
Forces are in eV/Å.

Properties
Net charge: -1
HOMO level (spin up / spin down): -2.592 / -2.595 eV
Strongest force on any atom: 4.3 eV Å⁻¹
HOMO-LUMO gap (spin up / spin down): 5.6 / 5.6 eV
E_LUMO (spin up / spin down): 2.98 / 2.98 eV
E: -529.46331 Eh

***

# 7
DFT (wB97M-V/def2-TZVPD) results for a structure of composition C3HFO at a distorted geometry.

Geometry as XYZ:
```
6
Properties=species:S:1:pos:R:3:forces:R:3:lowdin_charge:R:1
C 1.297053 -0.027686 0.190946 3.81 -0.49 0.73 -0.08
C 2.487584 -0.276916 0.146070 0.19 -0.03 0.23 0.16
C -0.959319 0.106706 -0.190783 -7.18 0.36 -0.24 -0.26
O -1.808505 0.551076 -0.903218 2.55 -0.67 0.89 0.19
F -1.321743 -0.503672 0.966524 0.99 0.30 -0.74 0.09
H 0.304931 0.150493 -0.209540 -0.37 0.53 -0.88 -0.10
```
Forces are in eV/Å.

Properties
Net charge: 0
HOMO level (spin up / spin down): -10.629 / -11.550 eV
Strongest force on any atom: 7.2 eV Å⁻¹
HOMO-LUMO gap (spin up / spin down): 7.4 / 9.1 eV
E_LUMO (spin up / spin down): -3.21 / -2.42 eV
E: -289.69099 Eh

***

# 8
DFT (wB97M-V/def2-TZVPD) results for a cluster of 2 separate species, C3HFS in total at a distorted geometry.

Geometry as XYZ:
```
6
Properties=species:S:1:pos:R:3:forces:R:3:lowdin_charge:R:1
C 0.319827 -0.219562 -0.017794 0.02 -0.70 0.06 -0.05
C -1.838232 1.160792 -0.167766 -0.08 -0.16 0.15 0.17
C 1.574334 -0.268478 0.008001 0.02 1.07 -0.08 -0.80
F -2.684576 0.265848 0.158687 0.68 0.36 -0.18 0.01
S 3.160053 -0.099353 0.026541 -0.26 -0.18 0.01 0.69
H -0.531408 -0.839246 -0.007670 -0.38 -0.39 0.03 -0.01
```
Forces are in eV/Å.

Properties
Net charge: 0
HOMO level (spin up / spin down): -8.758 / -8.428 eV
Strongest force on any atom: 1.1 eV Å⁻¹
HOMO-LUMO gap (spin up / spin down): 7.9 / 6.3 eV
E_LUMO (spin up / spin down): -0.85 / -2.15 eV
E: -612.69203 Eh

***

# 9
DFT (wB97M-V/def2-TZVPD) results for a structure of composition C3HFeO2 at a distorted geometry.

Geometry as XYZ:
```
7
Properties=species:S:1:pos:R:3:forces:R:3:lowdin_spin:R:1
C -1.636859 1.135432 -0.242242 0.51 -0.53 0.24 0.00
H -2.303024 1.977761 -0.315051 0.07 -0.49 -0.27 0.00
C -0.853225 0.226914 -0.087553 1.22 2.23 2.83 0.01
O -0.151659 -1.741911 -0.105203 2.74 -1.25 2.77 0.09
C 0.325094 -0.692762 0.359434 -8.00 -0.63 -6.62 0.01
Fe 3.144515 -0.662399 0.393165 -0.31 -0.02 -0.20 3.68
O 1.475160 -0.243037 -0.002549 3.77 0.70 1.25 0.22
```
Forces are in eV/Å.

Properties
Net charge: +1
Spin multiplicity: 5
HOMO level (spin up / spin down): -13.245 / -13.151 eV
Strongest force on any atom: 10.4 eV Å⁻¹
HOMO-LUMO gap (spin up / spin down): 5.3 / 4.8 eV
E_LUMO (spin up / spin down): -7.95 / -8.34 eV
E: -1528.58226 Eh

***

# 10
DFT (wB97M-V/def2-TZVPD) results for a structure of composition C3HFeO2 at a distorted geometry.

Geometry as XYZ:
```
7
Properties=species:S:1:pos:R:3:forces:R:3:lowdin_spin:R:1
C -0.092018 0.328125 0.221758 0.82 -2.13 -0.75 0.04
O -0.476775 0.194736 -0.995280 0.53 -2.16 -0.73 0.05
O 0.489945 -0.781661 0.626120 0.39 -0.76 0.61 0.12
C 0.490164 -1.795712 -0.382135 -0.97 3.65 0.62 0.83
C -0.087488 -1.207296 -1.430614 -0.96 1.13 0.05 0.06
H -0.454290 -1.482557 -2.412120 0.25 0.12 0.08 0.00
Fe -0.176539 2.017755 1.343725 -0.06 0.15 0.12 3.90
```
Forces are in eV/Å.

Properties
Net charge: +2
Spin multiplicity: 6
HOMO level (spin up / spin down): -20.558 / -20.127 eV
Strongest force on any atom: 3.8 eV Å⁻¹
HOMO-LUMO gap (spin up / spin down): 8.5 / 6.5 eV
E_LUMO (spin up / spin down): -12.10 / -13.60 eV
E: -1528.11453 Eh

***

# 11
DFT (wB97M-V/def2-TZVPD) results for a structure of composition C3HGaO3 at a distorted geometry.

Geometry as XYZ:
```
8
Properties=species:S:1:pos:R:3:forces:R:3:lowdin_charge:R:1
O 2.906152 -0.642661 1.387585 -4.08 1.71 -2.56 0.43
C 1.956956 -0.307013 0.791264 6.46 -2.62 4.82 0.04
C 0.971043 0.042368 -0.005908 -3.93 0.42 0.45 -0.15
O -0.360903 -0.052663 0.504941 4.00 -0.15 0.65 0.08
C -1.251693 0.046250 -0.447921 1.73 1.85 -1.91 -0.28
O -2.091293 0.967492 -0.274969 -2.71 -3.69 0.83 0.24
Ga 0.575547 -0.071909 -1.910980 -0.78 -0.37 -1.83 1.32
H -2.705810 0.018136 -0.044011 -0.69 2.86 -0.44 0.33
```
Forces are in eV/Å.

Properties
Net charge: +2
HOMO level (spin up / spin down): -20.059 / -21.134 eV
Strongest force on any atom: 8.5 eV Å⁻¹
HOMO-LUMO gap (spin up / spin down): 6.3 / 7.7 eV
E_LUMO (spin up / spin down): -13.76 / -13.47 eV
E: -2264.39751 Eh

***

# 12
DFT (wB97M-V/def2-TZVPD) results for a cluster of 2 separate species, C3HINO3 in total at a distorted geometry.

Geometry as XYZ:
```
9
Properties=species:S:1:pos:R:3:forces:R:3:lowdin_spin:R:1
C 1.239433 0.782669 -1.081248 -0.88 1.08 1.24 0.86
C 0.865173 1.480996 0.083105 -3.00 1.10 -0.85 0.13
C -1.989809 -1.739131 0.186108 -3.60 -3.62 -0.31 0.00
N -1.297808 -0.865313 0.472937 3.31 3.77 0.27 0.00
O 1.811623 2.084758 -0.588820 2.04 1.10 -1.35 0.26
O -2.800620 -2.605274 0.112120 0.70 0.35 -0.39 0.00
O 0.160055 1.879650 0.975790 0.13 -0.81 0.65 0.04
I 2.651672 -0.818474 -0.215122 1.82 -2.38 0.26 0.70
H -0.639715 -0.199882 0.055126 -0.52 -0.58 0.49 0.00
```
Forces are in eV/Å.

Properties
Net charge: -1
Spin multiplicity: 3
HOMO level (spin up / spin down): -1.745 / -5.137 eV
Strongest force on any atom: 5.1 eV Å⁻¹
HOMO-LUMO gap (spin up / spin down): 5.1 / 7.0 eV
E_LUMO (spin up / spin down): 3.32 / 1.89 eV
E: -692.98398 Eh

***

The lowest E belongs to which entry? C3HGaO3

***

What is the formula in the eleventh record? C3HGaO3

***

Look up the strongest force on any atom of the first one. 2.4 eV Å⁻¹